1.
Computed, not measured: C7H17NO4Si in the gas phase in a non-equilibrium geometry, with the ωB97M-V functional and the def2-TZVPD basis.

Properties
HOMO energy   -9.842 eV
DFT total energy   -25095.404 eV
Structure (SMILES)   [H]/N=C/O[Si](OCC)(OCC)OCC
Relative energy (zero: lowest compared OMol25 entry of this formula, charge and spin)   1.68 kcal/mol
Kohn-Sham gap   10.7742 eV

```
! RIJCOSX wB97M-V def2-TZVPD def2/J DEFGRID3
* xyz 0 1
Si -0.015 0.196 0.041
O 0.122 1.861 0.188
O -1.336 -0.455 0.411
O 0.322 0.038 -1.609
O 1.137 -0.629 0.753
N -1.409 0.913 -2.836
C 2.547 -0.728 0.663
C -1.236 -2.903 0.492
C -0.312 2.655 1.246
C 2.998 -1.427 -0.657
C -0.313 0.331 -2.727
C -1.664 3.288 0.863
C -1.613 -1.542 1.227
H 0.443 3.501 1.240
H -2.711 -1.524 1.486
H -2.039 3.902 1.631
H 4.086 -1.641 -0.619
H -2.273 2.456 0.607
H -1.882 -3.020 -0.349
H -1.048 -1.492 2.191
H -0.470 2.087 2.074
H -0.190 -2.710 0.077
H 2.804 -0.850 -1.499
H 2.537 -2.350 -0.911
H -1.456 -3.676 1.133
H -1.730 1.006 -3.797
H 2.731 -1.394 1.462
H 3.047 0.236 0.736
H -1.441 3.990 0.030
H 0.365 -0.121 -3.545
*
```

Results of the Mulliken charge analysis, in e, for atoms 1 through 4: 0.037 -0.307 -0.118 -0.137



2.
Computed, not measured: C7H17NOS in the gas phase in a non-equilibrium geometry, with the ωB97M-V functional and the def2-TZVPD basis.

Properties
HOMO energy   -7.794 eV
DFT total energy   -21902.363 eV
Structure (SMILES)   C=[S@](C)(=O)N(C)C(C)(C)C
Relative energy (zero: lowest compared OMol25 entry of this formula, charge and spin)   134.75 kcal/mol
Kohn-Sham gap   8.5364 eV

```
! RIJCOSX wB97M-V def2-TZVPD def2/J DEFGRID3
* xyz 0 1
S -1.125 -1.404 0.160
O -1.844 -1.419 -1.035
N 0.034 -0.126 0.229
C 1.921 -0.362 -1.471
C -0.542 -2.865 0.594
C 0.733 -0.356 1.456
C -2.350 -0.835 1.567
C -0.420 0.760 -1.933
C 0.645 0.438 -0.899
C 1.172 1.911 -0.472
H 0.297 2.558 -0.516
H 1.378 1.802 0.688
H -3.123 -1.630 1.577
H -2.738 0.112 1.247
H 2.575 0.001 -2.318
H -0.274 1.572 -2.633
H -1.358 0.938 -1.399
H -0.188 -3.586 -0.156
H 1.649 -1.408 -1.769
H -0.590 -0.190 -2.561
H 1.737 -0.628 1.379
H 0.264 -1.198 1.918
H 0.594 0.599 2.150
H -1.723 -0.821 2.427
H 2.076 2.419 -0.938
H 2.462 -0.344 -0.589
H -0.003 -2.906 1.572
*
```

Results of the Mulliken charge analysis, in e, for atoms 1 through 4: 0.808 -0.654 0.225 -1.478



3.
Computed, not measured: a 2-piece molecular cluster, C7H17O7PS2 overall in a non-equilibrium geometry, with the ωB97M-V functional and the def2-TZVPD basis.

Properties
HOMO energy   0.302 eV
DFT total energy   -52825.557 eV
Kohn-Sham gap   4.2993 eV

```
! RIJCOSX wB97M-V def2-TZVPD def2/J DEFGRID3
* xyz -2 1
S -1.713 0.419 3.963
S 0.737 0.834 0.761
P -1.916 0.846 -0.555
O 0.998 1.176 -0.874
O -2.439 1.226 2.929
O -0.802 0.537 0.624
O 0.895 2.081 1.459
O -1.182 1.307 5.028
O -2.651 -0.581 4.549
O -0.584 -0.309 3.293
C 2.688 -0.651 -1.048
C 2.271 0.790 -1.384
C -1.773 -2.019 -0.410
C 2.147 0.973 -2.895
C -3.402 0.974 0.483
C 3.638 -0.793 0.140
C -2.121 -0.835 -1.318
H 4.630 -0.412 -0.116
H 3.764 -1.846 0.402
H 1.509 1.834 -3.094
H 3.268 -0.284 1.029
H -3.339 0.390 1.405
H -3.549 2.020 0.740
H -1.464 -0.834 -2.193
H 1.632 0.109 -3.324
H 3.058 1.464 -1.017
H -3.160 -0.881 -1.653
H 3.123 1.106 -3.365
H 3.227 -1.026 -1.927
H 1.809 -1.290 -0.940
H -0.856 -1.830 0.147
H -2.571 -2.213 0.307
H -1.630 -2.932 -0.998
H -4.243 0.651 -0.146
*
```

Results of the Mulliken charge analysis, in e, for atoms 1 through 4: 1.033 0.698 -0.146 -0.462



4.
Computed, not measured: a 2-piece molecular cluster, C7H17PS overall in a non-equilibrium geometry, with the ωB97M-V functional and the def2-TZVPD basis.

Properties
HOMO energy   -8.178 eV
DFT total energy   -27654.163 eV
Relative energy (zero: lowest compared OMol25 entry of this formula, charge and spin)   107.23 kcal/mol
Kohn-Sham gap   8.3491 eV

```
! RIJCOSX wB97M-V def2-TZVPD def2/J DEFGRID3
* xyz 0 1
S 1.058 2.237 -0.152
P 0.137 0.476 0.554
C 1.276 -0.781 -0.111
C -1.917 -0.755 -0.902
C -1.288 0.553 -0.649
C -2.323 1.566 -0.157
C 2.555 -0.599 0.752
C -1.066 -0.153 2.654
C 1.642 -0.727 -1.523
H -1.840 2.464 0.200
H 0.725 -1.740 0.201
H 2.285 -0.567 1.855
H -0.181 -0.137 3.301
H -2.659 1.140 0.729
H -2.630 -0.559 -1.709
H -3.144 1.648 -0.774
H 2.185 0.119 -1.699
H -1.071 -1.464 -1.304
H 3.037 0.338 0.661
H 1.493 2.335 1.158
H 3.276 -1.353 0.516
H -1.089 -1.099 2.123
H -2.555 -1.313 -0.066
H 2.230 -1.665 -1.853
H 0.669 -0.724 -2.104
H -0.804 0.759 -1.697
*
```

Results of the Mulliken charge analysis, in e, for atoms 1 through 4: -0.273 -0.040 0.705 -1.394